(1)
C54H116N6O7 | ωB97M-V/def2-TZVPD

## Properties
LUMO level: 0.45 eV
F_max: 3.85 eV/A
Kohn-Sham gap: 8.45 eV
Structure (SMILES): CC1(C)CCCC(C)(C)N1O.CC1(C)CCCC(C)(C)N1O.CC1(C)CCCC(C)(C)N1O.CC1(C)CCCC(C)(C)N1O.CC1(C)CCCC(C)(C)N1O.CC1(C)CCCC(C)(C)N1O.O
Electronic energy: -81141.09745 eV
Multiplicity: 1
Net charge: 0

Structure (XYZ):
```
183
Properties=species:S:1:pos:R:3:forces:R:3
H 0.592866 1.531465 1.548869 -0.269 -0.528 0.200
C 5.328650 -4.162959 0.115507 -0.062 1.236 -0.380
C 0.776792 -3.162262 -4.178571 -0.568 0.136 0.081
H 6.911897 -3.583366 1.424029 0.032 1.379 -0.275
H -4.647363 -0.699086 -3.652291 0.051 -0.311 -0.171
H -2.352438 -0.016018 -4.917239 0.106 0.516 0.224
C 4.195879 -1.870609 -0.325244 1.099 -1.483 -0.424
N 4.671733 -1.513802 1.024232 0.511 -0.170 -1.623
C 4.442900 -0.674855 -1.278222 -1.605 0.987 0.434
C -3.488240 -2.956180 3.669642 0.603 -0.966 2.814
O 1.091113 -0.506173 -2.651666 -0.218 -0.773 -1.403
C -0.090735 3.350990 3.303464 1.159 1.118 0.231
C -0.472275 1.199495 4.397370 1.405 0.865 -0.722
H 3.884976 0.176997 -0.889403 -0.238 0.120 0.185
H -0.077944 0.068100 -1.302257 0.096 -0.114 -0.336
H -6.225728 -1.637377 -1.723206 0.793 0.302 -0.140
C -1.980284 -1.630698 2.219852 -0.724 -0.228 -0.407
C 0.005013 0.112338 5.289373 -0.295 -0.384 -1.101
C 1.002172 0.627872 6.263403 -0.281 0.520 0.833
H -1.182829 0.841274 3.652462 0.029 0.129 -0.103
O -1.965077 -3.890560 0.502862 0.585 -0.158 -0.923
C -0.029501 -4.369993 2.645579 -1.497 -0.290 0.261
H -1.641437 -2.995461 4.872781 0.165 -0.223 0.052
H -3.813961 1.889814 0.159517 0.107 0.804 0.479
C 1.246641 1.278191 2.383450 -0.540 1.231 1.331
H -4.334695 2.906899 -3.473433 0.158 0.174 -0.173
C -1.558550 -4.875740 2.621077 1.677 -0.677 0.530
H 4.696334 0.270416 1.509593 -0.047 0.297 0.093
H -0.374623 2.260563 -5.000449 -0.116 -0.430 -0.639
C 3.017155 0.333983 5.075234 1.780 -1.490 -2.277
H -0.988932 1.832666 5.118653 -0.155 0.685 -0.486
C 3.027015 2.006041 6.869520 0.609 0.524 -0.310
H 5.992358 -2.283700 4.033550 0.253 -0.682 -0.203
C 3.685892 4.345721 -0.973065 1.103 -0.462 -0.015
C -4.345631 -2.482197 1.436712 2.321 -0.398 0.052
C 2.223522 1.400376 5.710081 -1.777 -0.329 0.073
N -0.000992 -0.847611 -3.479738 -2.310 0.962 -1.681
C -0.347965 1.513773 -4.206915 0.525 -0.176 -0.025
H -7.660342 1.163395 -5.053086 -0.239 -0.192 0.024
H -1.167545 -6.541952 1.151909 0.738 0.483 -0.034
H -1.332845 -5.450284 4.626693 -0.401 -0.619 0.227
C 5.823119 -3.633374 1.411183 -0.438 -1.455 2.155
O 2.698067 3.282933 4.268408 0.508 0.053 -0.773
H 2.463175 -2.608002 -1.476504 0.009 -0.373 0.170
H 2.444721 -0.259696 4.362524 -0.246 0.218 -0.082
H 2.993964 3.094965 6.904970 0.042 -0.014 -0.312
H 0.228844 6.151226 0.865134 0.732 -0.128 -0.214
C 5.155204 -3.004245 -0.810005 -1.192 0.921 -0.938
H 5.429297 -0.236625 -1.430137 0.436 -0.867 0.335
C 1.371880 3.699494 -0.360493 0.601 0.417 0.331
H -5.317357 -0.242551 0.168330 -0.403 0.916 0.721
H 1.391035 0.218780 2.595333 -0.282 0.021 -0.391
C -2.159736 -5.006265 4.072444 1.493 1.508 -0.729
C -5.468474 -0.415916 -4.310844 0.657 0.026 0.206
H 2.306924 5.815931 -3.602634 -0.122 0.077 -0.141
H 0.712695 2.834735 -0.436464 -0.800 0.532 0.036
H 0.452455 -0.725711 4.754990 -0.414 -0.315 -0.169
H 1.563042 3.908670 0.692023 -0.405 0.149 0.246
C -3.006565 -2.832153 2.267643 0.326 2.010 -0.587
H 5.749710 -4.427389 2.154321 -0.300 -0.427 0.243
C -1.705593 -2.459503 -4.371456 0.786 0.318 -0.650
H 0.528144 -3.231901 -5.237544 0.761 -0.165 -0.167
H 4.176877 -3.454349 3.762830 -0.483 0.014 0.218
H -6.402012 1.234086 -0.454401 -0.471 -0.478 1.191
H -2.725960 0.107331 -2.192389 -0.136 -0.220 -0.200
H -1.471624 0.306040 -6.402267 0.110 -0.009 -0.021
H 4.451842 6.752869 -0.345848 -0.767 0.892 0.374
H 4.489811 3.994164 -1.619769 0.221 0.075 -0.231
C -0.160723 0.033500 -4.679310 0.496 1.067 -0.753
H -1.771618 -3.543827 -4.460767 -0.695 -0.076 0.293
H 0.849891 -4.168118 -3.765036 -0.446 -0.061 0.065
C -6.209366 0.702622 -3.558615 0.539 -0.540 0.110
H 3.115168 2.789698 3.558234 0.857 0.217 -0.554
H -0.012614 -3.365419 3.068254 0.432 -0.107 -0.030
C 3.113234 5.249553 -3.136607 0.201 2.283 -1.691
H -2.521867 -0.731819 2.514482 -0.037 0.172 -0.166
H -0.435193 3.927077 4.162293 0.120 -0.612 0.710
H -1.551759 -1.482468 1.228636 -0.109 0.011 -0.052
H 3.984162 -0.784963 -2.260830 0.133 -0.594 -0.138
H 6.938368 -1.485540 2.777180 -0.012 -0.482 -0.583
H -4.695790 -1.497640 1.746766 -0.372 -0.339 0.328
H 3.521024 -0.448473 5.642662 -0.233 0.306 0.966
C -5.803589 0.337505 -0.616034 0.541 -0.434 -1.879
H -0.296573 5.689247 -2.650918 -0.138 -0.153 -0.542
H 1.819833 -0.737917 -3.232071 0.994 0.132 0.264
H -3.014859 -3.861193 5.632081 0.033 0.391 0.126
H -3.250499 2.726158 -1.279419 0.390 -0.749 -0.247
C -3.537956 -0.114906 -1.500013 -0.555 0.577 0.062
H 2.614638 -3.333871 0.219680 0.116 -0.264 -0.473
H 0.614606 4.080528 2.905493 0.093 -0.122 -0.615
H -2.508660 -6.739978 2.083875 -0.260 -0.116 0.622
H 0.446211 1.267109 6.949247 0.235 0.018 0.446
H -4.417644 -3.525017 3.642409 -0.109 -0.077 0.366
N 1.740694 2.409229 4.688074 -2.790 -1.446 2.217
H -8.087633 0.737174 -2.463129 0.215 0.171 0.664
C 5.928905 -1.769530 3.074539 -0.354 0.444 0.681
H 1.363068 -0.286230 6.734867 0.313 0.420 0.782
C -0.351224 -2.295364 -3.595709 -0.325 1.158 2.124
H -7.464098 -1.054898 -0.767383 -0.282 0.324 0.105
H -4.119977 -2.388689 0.374426 0.088 -0.069 -0.096
H 4.048984 7.730804 -1.872880 -0.428 0.027 0.409
C 1.069901 -0.000825 -5.716296 -1.001 -0.412 0.504
H -3.659344 -2.005133 4.173964 -0.469 0.353 -0.707
C -7.260238 0.049972 -2.639954 0.083 -1.119 -0.368
H 0.570347 0.671643 -0.074517 0.249 -0.118 0.018
H -0.990053 3.356040 2.687598 0.288 -0.905 -0.478
H 3.843144 0.718889 4.477162 0.181 0.393 -0.189
H -7.698696 -0.753285 -3.232090 -0.308 0.164 -0.334
C 0.081990 4.716577 -2.336778 0.492 0.457 0.084
O -0.280044 0.422179 -0.436219 -0.528 0.186 0.424
H -0.619556 4.687860 0.549791 -0.525 0.093 -0.267
H -3.077728 -5.592671 4.033460 0.246 -0.288 0.074
H 6.100140 -4.716347 -0.419895 -0.439 -1.096 0.542
H 4.234744 4.496680 -0.043511 -0.522 0.381 0.504
H -0.735366 3.999370 -2.261635 -0.134 0.158 0.558
C -1.786148 -1.819519 -5.783169 1.805 1.007 1.461
H 1.759567 7.892444 -0.773829 -0.011 -0.045 0.237
H 5.284127 6.563767 -1.695286 -0.188 -0.845 -0.979
H 6.107801 -2.569712 -1.113075 0.124 0.005 0.131
H -6.056584 -1.315474 -4.492561 -0.159 0.169 -0.217
C -4.126132 2.277681 -0.810129 0.724 -0.952 0.492
H -0.910038 -6.950614 2.866357 -0.060 0.070 -0.036
C -6.668543 -0.689664 -1.416838 -0.426 1.727 0.093
H -6.223479 2.042946 -5.286142 0.199 0.408 0.394
H -0.944471 -0.136151 5.763543 0.379 -1.020 0.519
H -4.044681 -1.069479 -1.641808 0.393 -0.185 -0.587
H -4.993506 -0.060050 -5.225103 -0.183 -0.014 -0.122
H 5.517120 -0.832304 3.448901 -0.524 0.227 -0.431
H 2.208916 1.680171 2.066374 0.272 0.104 0.257
H 4.335254 -4.585277 0.266876 0.315 -0.852 -0.289
H -1.143379 -1.707260 2.914000 -0.131 -0.341 0.132
H 0.569213 -5.068060 3.230683 -0.077 0.130 0.339
H 1.763302 -2.740942 -3.985243 0.026 0.251 -0.323
H 0.425771 -4.390583 1.655423 -0.355 0.262 -0.172
N -5.258450 1.463071 -2.748336 -0.208 -0.180 1.516
H 3.216736 -1.993476 3.267876 0.090 -0.163 -0.041
C 4.248970 6.761235 -1.416771 0.378 -0.339 0.588
N 1.924291 6.028406 -1.078049 -0.540 -1.100 1.566
H -1.025673 -3.647210 -1.993506 -0.728 -0.123 -0.341
C -0.730615 -2.604756 -2.113231 0.833 -1.402 0.182
H 4.048923 1.666866 6.699945 0.279 0.520 0.166
H -2.756037 -1.907908 -6.272657 0.056 -0.207 0.162
H 2.086285 0.176136 -5.364514 -0.071 -0.130 0.728
H -2.668463 -4.296886 -0.008754 0.125 -0.048 -0.435
H -1.272560 1.681386 -3.654543 0.097 -0.335 0.333
H 0.740970 4.276001 -3.084925 0.071 0.295 -0.043
H -1.005387 -2.299141 -6.373500 -0.125 0.128 -0.508
H -7.394432 2.467657 -3.926585 0.316 0.247 -0.126
H -4.753449 3.167407 -0.755782 -0.917 -0.615 0.273
C 0.820385 5.013879 -1.019517 0.247 -0.457 1.747
C 2.729753 -2.465671 -0.429235 0.834 1.737 0.765
C 3.187155 5.672614 -1.658245 0.741 -2.585 -0.429
C 3.743403 -2.888928 2.937907 1.069 -0.847 -1.309
C 0.667919 2.032286 3.676879 -0.662 0.346 0.207
H 2.965081 2.312187 -0.301469 0.540 0.159 0.038
H 3.043109 4.251143 -3.568303 -0.075 -0.368 1.045
C -1.495793 -6.347207 2.172902 -0.871 -0.033 -1.077
C -2.489400 -3.657919 4.698971 -1.368 -0.114 -1.826
C -0.176348 5.549932 0.051282 -0.312 0.048 -0.524
H 2.806890 1.691743 7.889748 -0.632 -0.458 -0.234
H 1.045076 -0.982302 -6.189762 0.193 0.021 -0.230
H 0.523953 1.848335 -3.644855 -0.088 -0.238 0.503
C 2.686272 3.190906 -0.883034 -0.588 1.137 -1.088
C -1.477011 -0.304273 -5.499163 0.198 -1.126 0.351
C -6.885503 1.689617 -4.495583 -0.541 -0.704 -0.465
H 0.959697 0.771509 -6.477515 -0.418 -0.086 -0.068
C -4.654638 0.966315 -1.458990 -0.438 0.424 -0.910
H 0.091669 -2.636220 -1.398414 0.532 0.610 -0.317
H -1.457275 -1.923741 -1.670209 -0.153 -0.091 -0.448
H 2.034940 -1.736283 -0.012902 -0.180 0.184 -0.113
H -5.017822 -3.329412 1.572662 -0.319 0.369 0.130
O -4.201065 1.958276 -3.535502 0.125 -0.030 -0.601
C 4.973478 -2.501022 2.054102 1.474 1.810 0.989
H -2.468354 -1.975006 -3.761900 -0.214 -0.516 0.156
O 3.995944 -0.386038 1.498645 -0.495 0.166 0.509
H -3.097938 -0.217769 -0.508084 0.152 0.342 0.112
O 1.416082 7.288014 -1.435857 -0.053 0.060 -1.018
H -0.907385 6.209451 -0.416400 -0.345 -0.273 0.003
H 4.666854 -3.413938 -1.694188 0.193 0.197 -0.481
H 2.458817 2.850978 -1.893382 0.370 -0.323 -0.270
H 4.006959 5.687433 -3.581151 0.189 -0.200 -0.352
N -2.426613 -4.071971 1.790638 -1.571 -0.641 1.243
H 3.103645 -3.545943 2.348719 -0.366 0.026 0.259
```
Positions in Å, forces in eV/Å.

---

(2)
C4H7N3 | ωB97M-V/def2-TZVPD

## Properties
LUMO level: 0.82 eV
F_max: 0.37 eV/A
Kohn-Sham gap: 9.17 eV
Structure (SMILES): [H]/N=C1\C=C(N)CN1
Electronic energy: -8731.66653 eV
Multiplicity: 1
Net charge: 0

Structure (XYZ):
```
14
Properties=species:S:1:pos:R:3:forces:R:3
H -0.288479 0.863625 1.768943 -0.070 -0.037 -0.090
H -0.744896 -1.542277 1.755409 -0.003 0.043 -0.043
C -0.038033 0.796421 -0.349366 0.146 -0.230 0.118
C 0.636868 -0.269004 -0.818124 0.065 0.097 0.036
N 0.884524 -2.593805 0.132977 -0.039 0.318 -0.177
H -1.833085 0.750217 0.900110 0.095 -0.040 -0.063
H 1.327778 -0.293413 -1.652298 -0.133 0.007 0.075
C 0.359047 -1.432210 0.044704 -0.002 -0.037 0.048
H 1.621080 -2.700979 -0.561443 -0.106 0.007 0.050
H -0.860781 2.645818 -0.608802 0.106 -0.072 0.015
N -0.019711 2.108690 -0.757860 0.024 -0.043 -0.098
C -0.790893 0.407315 0.902469 -0.090 0.110 -0.122
H 0.431186 2.296037 -1.641468 -0.114 -0.022 0.101
N -0.684604 -1.036434 0.884747 0.122 -0.100 0.149
```
Positions in Å, forces in eV/Å.